The following is a quantum chemistry calculation of an isolated molecule of C11H23BN2O in a non-equilibrium geometry, from OMol25.

Geometry (Å):
B: -2.4303 1.1669 0.0760
C: 0.3835 1.0924 0.5662
C: -1.0906 0.8416 0.8350
C: 3.1655 -0.8810 -0.0600
C: 2.8300 1.0719 -1.5263
C: 3.0150 1.5119 0.9922
C: -1.3691 -2.2567 1.2411
C: -3.3427 -2.1366 -0.3644
C: -0.8601 -1.9679 -1.0055
C: -3.3644 3.3884 0.0367
C: 2.5449 0.5706 -0.1329
C: -2.0078 -1.5209 0.0330
N: 1.1548 0.2381 0.0703
N: -1.9308 -0.1058 0.0305
O: -3.3868 2.0068 -0.4668
H: 0.5017 2.1574 1.0414
H: -1.2814 0.8101 1.9933
H: 4.1790 -0.7675 -0.2374
H: 3.1627 -1.3701 0.9916
H: 2.7508 -1.6030 -0.6846
H: 2.6748 0.3686 -2.3495
H: 3.7785 1.4668 -1.6937
H: 2.0212 1.7536 -1.6633
H: 2.7874 2.6422 0.7649
H: 2.5426 1.4273 1.9912
H: 4.1251 1.3094 1.1501
H: -0.4450 -1.8273 1.4494
H: -2.0371 -1.9134 2.0845
H: -1.4799 -3.3642 1.1950
H: -3.6017 -2.9909 0.1711
H: -3.5025 -2.3682 -1.3993
H: -4.2754 -1.4571 -0.1292
H: -1.3702 -2.0699 -2.0686
H: -0.0069 -1.2976 -1.1065
H: -0.5264 -2.9283 -0.7994
H: -4.1059 3.2235 0.9276
H: -3.6930 3.9240 -0.8321
H: -2.4632 3.8176 0.2936

The strongest force on any atom comes out at 5.01 eV/A. As for the gap between HOMO and LUMO: 9.13 eV. For the total energy, the calculation gives -642.420124 Ha. As for the multiplicity: 1.